DFT (ωB97M-V/def2-TZVPD) results for a structure of composition C3H3HoO2.

**Charge**: -1
**⟨S²⟩**: 8.7586
**Orbital gap (alpha / beta)**: 5.3 / 5.9 eV
**Spin multiplicity**: 6
**Highest occupied orbital energy (alpha / beta)**: -1.92 / -3.11 eV

Structure (XYZ):
```
9
C3H3HoO2 ωB97M-V/def2-TZVPD
H 0.276 -1.636 2.253
O -1.427 0.569 -0.186
O 1.290 -0.024 -2.293
C -0.054 0.720 -0.480
C -0.369 0.200 0.890
C 0.503 -0.363 -1.397
H 0.267 1.765 -0.651
H -0.173 0.969 1.656
Ho -0.313 -2.201 0.208
```

---

DFT (ωB97M-V/def2-TZVPD) results for a structure of composition C29H52B3BrN2O6.

**Charge**: 0
**⟨S²⟩**: 2.0085
**Orbital gap (alpha / beta)**: 9.2 / 9.3 eV
**Spin multiplicity**: 3
**Highest occupied orbital energy (alpha / beta)**: -8.81 / -9.32 eV

Structure (XYZ):
```
93
C29H52B3BrN2O6 ωB97M-V/def2-TZVPD
O -1.588 -5.558 7.238
C -0.817 -5.181 6.075
C 0.519 -4.442 6.448
B 0.415 -2.828 6.389
O 1.550 -2.124 6.904
B 1.186 -0.954 7.612
C 2.220 0.074 8.280
C 1.602 0.705 9.588
C 2.599 1.795 10.106
Br 2.032 2.654 11.799
O -0.219 -0.675 7.655
B -0.570 -0.825 6.267
C -0.657 0.492 5.392
C -1.399 1.692 5.778
C -1.344 2.852 4.884
C -0.570 2.854 3.651
C 0.159 1.652 3.256
C 0.112 0.486 4.127
O -0.711 -2.159 5.823
H -1.046 -5.447 8.034
H -1.478 -4.572 5.411
H -0.590 -6.144 5.535
H 0.873 -4.688 7.495
H 1.355 -4.797 5.778
H 2.353 0.928 7.547
H 3.245 -0.365 8.417
H 1.358 -0.086 10.345
H 0.639 1.212 9.327
H 2.820 2.590 9.350
H 3.581 1.272 10.291
H -1.972 1.732 6.734
H -1.879 3.803 5.130
H -0.489 3.735 2.970
H 0.779 1.570 2.336
H 0.676 -0.435 3.835
C 2.911 4.259 -3.421
C 2.534 3.781 -1.995
C 3.761 3.144 -1.317
C 4.105 1.760 -1.862
C 2.885 0.845 -1.826
C 1.659 1.452 -2.525
N 1.372 2.844 -2.068
O 0.834 2.770 -0.857
C 1.868 1.424 -4.053
C 0.456 0.514 -2.310
C 2.188 5.082 -1.245
H 3.685 3.648 -3.884
H 2.039 4.275 -4.078
H 3.307 5.276 -3.410
H 3.583 3.055 -0.239
H 4.629 3.801 -1.428
H 4.499 1.835 -2.879
H 4.907 1.323 -1.260
H 3.144 -0.112 -2.290
H 2.648 0.620 -0.781
H 1.045 1.922 -4.572
H 1.906 0.396 -4.420
H 2.800 1.881 -4.380
H 0.244 0.333 -1.255
H 0.643 -0.465 -2.758
H -0.445 0.920 -2.775
H 1.323 5.576 -1.695
H 3.027 5.779 -1.285
H 1.977 4.917 -0.187
C -4.151 -0.490 -4.752
C -2.897 -0.546 -5.662
C -3.327 -0.691 -7.133
C -3.838 -2.087 -7.481
C -2.827 -3.153 -7.066
C -2.409 -3.040 -5.591
N -2.000 -1.655 -5.217
O -0.797 -1.434 -5.731
C -3.566 -3.518 -4.689
C -1.291 -4.066 -5.318
C -2.245 0.837 -5.482
H -4.991 -1.062 -5.147
H -3.928 -0.849 -3.745
H -4.519 0.531 -4.639
H -2.481 -0.460 -7.790
H -4.102 0.045 -7.367
H -4.806 -2.272 -7.007
H -4.013 -2.150 -8.559
H -3.252 -4.142 -7.260
H -1.947 -3.069 -7.712
H -3.325 -3.375 -3.632
H -3.756 -4.584 -4.835
H -4.515 -3.026 -4.889
H -0.428 -3.932 -5.971
H -1.654 -5.082 -5.487
H -0.949 -4.006 -4.281
H -1.928 0.989 -4.447
H -2.951 1.632 -5.731
H -1.381 0.986 -6.131
```

---

DFT (ωB97M-V/def2-TZVPD) results for a cluster of 2 separate species, CHN5O3 in total.

**Charge**: 0
**Energy relative to the best compared isomer or geometry (same formula, charge and spin)**: 3.432 eV
**Orbital gap**: 9.8 eV
**Highest occupied orbital energy**: -10.79 eV
**SMILES**: N#C/N=[N+](\[O-])O.N#[N+][O-]

Structure (XYZ):
```
10
CHN5O3 ωB97M-V/def2-TZVPD
N -1.617 -1.720 1.742
C -1.236 -0.838 1.095
N -0.573 0.009 0.347
N -1.067 1.060 -0.206
O -2.224 1.317 -0.350
O -0.167 1.967 -0.727
H 0.748 1.689 -0.564
N 1.515 -0.150 -0.455
N 2.106 -1.113 -0.488
O 2.515 -2.222 -0.395
```

---

DFT (ωB97M-V/def2-TZVPD) results for the molecule C3H4O3.

**Charge**: 0
**Energy relative to the best compared isomer or geometry (same formula, charge and spin)**: 3.690 eV
**Orbital gap**: 10.0 eV
**Highest occupied orbital energy**: -10.56 eV
**SMILES**: O=CC(O)C=O

Structure (XYZ):
```
10
C3H4O3 ωB97M-V/def2-TZVPD
O 2.044 0.188 1.193
C 1.081 -0.362 0.739
C 0.311 0.294 -0.321
O -0.097 -1.221 -1.112
C -1.014 0.803 -0.016
O -1.993 0.187 -0.342
H 0.870 -1.364 1.094
H 0.946 1.164 -0.670
H -1.070 -1.450 -1.073
H -1.079 1.762 0.508
```

---

DFT (ωB97M-V/def2-TZVPD) results for a structure of composition C34H34Cl2N6O9RuS.

**Charge**: +1
**⟨S²⟩**: 8.7805
**Orbital gap (alpha / beta)**: 7.9 / 4.2 eV
**Spin multiplicity**: 6
**Highest occupied orbital energy (alpha / beta)**: -11.04 / -11.04 eV

Structure (XYZ):
```
87
C34H34Cl2N6O9RuS ωB97M-V/def2-TZVPD
Ru 0.110 -0.118 2.555
O -1.283 -3.344 7.604
C -1.125 -2.042 7.877
O -1.442 -1.529 8.910
C -0.517 -1.219 6.744
C 0.108 0.000 7.032
Cl 0.245 1.002 8.431
N 0.561 0.481 5.883
N 0.251 -0.330 4.852
C -0.382 -1.360 5.400
C -0.876 -2.405 4.455
O -1.206 -3.477 4.829
O -0.900 -1.967 3.167
C 1.116 1.816 5.649
C 0.251 2.891 5.407
C 0.848 4.134 5.191
C 2.270 4.249 5.312
C 3.048 3.214 5.701
C 2.480 1.961 5.852
H -1.169 -3.546 6.673
H -0.844 2.795 5.531
H 0.253 4.996 4.981
H 2.699 5.223 5.196
H 4.147 3.329 5.769
H 3.064 1.093 6.112
C -3.917 0.869 -3.143
C -3.806 -0.556 -3.711
C -4.830 -0.673 -4.912
C -4.329 -1.566 -2.696
C -2.331 -0.757 -4.170
O -2.143 0.193 -5.202
C -2.018 -2.233 -4.556
C -1.019 -2.506 -5.652
C 0.384 -1.974 -5.487
C 1.366 -2.818 -5.005
C 2.707 -2.358 -5.023
C 2.997 -1.077 -5.402
Cl 4.629 -0.463 -5.484
C 1.969 -0.161 -5.731
C 0.688 -0.670 -5.821
C -1.208 -0.206 -3.179
N -1.217 -0.635 -1.797
C -0.687 0.051 -0.816
N -0.703 -0.566 0.349
C -1.294 -1.766 0.006
N -1.618 -1.862 -1.271
H -4.931 1.150 -2.831
H -3.546 1.559 -3.928
H -3.253 1.023 -2.268
H -5.768 -0.302 -4.474
H -5.009 -1.698 -5.352
H -4.616 0.007 -5.788
H -5.435 -1.489 -2.596
H -3.923 -1.499 -1.751
H -4.061 -2.626 -2.977
H -2.607 -0.158 -5.964
H -2.889 -2.900 -4.806
H -1.645 -2.778 -3.659
H -1.431 -2.064 -6.541
H -0.978 -3.570 -5.763
H 1.193 -3.846 -4.766
H 3.582 -3.001 -4.858
H 2.266 0.813 -6.012
H -0.114 -0.073 -6.230
H -1.127 0.866 -3.143
H -0.254 -0.576 -3.601
H -0.268 1.029 -1.021
H -1.464 -2.566 0.756
N 2.243 -1.423 1.878
C 2.514 -0.195 1.468
C 2.452 0.223 0.103
C 2.932 1.519 -0.233
C 3.296 2.420 0.720
C 3.333 2.090 2.151
C 3.020 0.775 2.507
S 3.727 4.070 0.199
O 3.000 4.860 1.195
O 3.230 4.197 -1.243
O 5.187 4.302 0.129
H 2.304 -1.753 2.829
H 2.101 -2.220 1.267
H 2.364 -0.621 -0.650
H 3.108 1.895 -1.251
H 3.447 2.985 2.767
H 3.019 0.496 3.573
O -0.276 2.895 1.510
C -0.050 2.071 2.249
```

---

| no. | F_max (eV/A) | DFT total energy (Eh) |
| --- | --- | --- |
| 1 | 3.134 | -1214.422711 |
| 2 | 3.510 | -4345.818073 |
| 3 | 3.410 | -537.967428 |
| 4 | 3.937 | -342.320319 |
| 5 | 4.971 | -3734.783029 |